1.
Entry from the OMol25 dataset: a molecular structure, C16H10AuCl2F6N3SSb (the ωB97M-V functional and the def2-TZVPD basis).

Results
Spin multiplicity: 2
LUMO level (spin up / spin down) in eV: -0.50 / -3.83
E_HOMO (spin up / spin down) in eV: -9.6552 / -9.5861
Expectation value of S²: 0.77

Geometry (Å):
1 Au 0.284 -0.019 0.231
2 Cl 3.101 0.234 -0.023
3 C 3.187 1.960 -0.028
4 C 4.459 2.490 -0.120
5 C 4.637 3.865 -0.172
6 C 3.541 4.709 -0.149
7 C 2.267 4.187 -0.044
8 Cl 0.946 5.281 -0.028
9 C 2.035 2.785 0.047
10 S 0.401 2.286 0.315
11 H 5.301 1.815 -0.158
12 H 5.637 4.269 -0.242
13 H 3.660 5.781 -0.211
14 F -2.034 -0.315 -0.597
15 Sb -3.861 0.249 -1.086
16 F -5.628 0.662 -1.574
17 F -3.073 1.443 -2.323
18 F -3.752 1.603 0.232
19 F -3.776 -1.171 -2.338
20 F -4.402 -0.986 0.257
21 N -5.282 -9.095 0.483
22 C -4.510 -8.244 0.438
23 C -3.535 -7.198 0.381
24 C -3.924 -5.861 0.409
25 C -2.978 -4.858 0.350
26 C -1.627 -5.177 0.266
27 C -1.234 -6.511 0.235
28 C -2.182 -7.514 0.291
29 N -0.656 -4.140 0.216
30 C 0.714 -4.281 0.093
31 C 1.237 -3.029 0.116
32 N 0.209 -2.130 0.271
33 C -0.906 -2.819 0.326
34 H -4.974 -5.609 0.474
35 H -3.308 -3.828 0.358
36 H -0.193 -6.787 0.169
37 H -1.875 -8.550 0.267
38 H 1.212 -5.223 -0.026
39 H 2.263 -2.722 0.031
40 H -1.880 -2.364 0.401

Atomic forces in eV per Å
Au -0.064 0.456 0.286
Cl 0.538 0.131 -0.048
C 0.020 -0.094 -0.027
C -0.062 -0.019 -0.006
C -0.055 -0.130 0.003
C -0.065 0.199 -0.012
C 0.092 -0.160 0.024
Cl -0.032 0.114 0.009
C -0.325 0.027 0.096
S 0.403 -0.667 -0.156
H 0.021 0.030 -0.006
H -0.014 0.042 -0.013
H 0.017 -0.013 0.008
F -0.819 0.188 -0.222
Sb 0.790 -0.360 0.106
F 0.179 0.030 0.094
F -0.169 -0.129 0.074
F -0.046 -0.141 -0.123
F -0.129 0.156 0.093
F -0.047 0.010 -0.120
N 0.036 0.048 0.004
C -0.191 -0.204 0.010
C 0.297 0.212 -0.021
C -0.088 -0.087 0.010
C 0.088 0.175 -0.039
C -0.310 -0.282 0.012
C 0.117 0.109 -0.001
C -0.138 -0.035 0.005
N 0.182 0.074 0.122
C 0.213 0.123 -0.130
C -0.111 -0.224 0.087
N 0.005 0.336 -0.065
C -0.257 0.168 -0.087
H 0.012 0.027 -0.013
H -0.062 -0.015 -0.010
H 0.031 0.023 0.008
H 0.016 0.005 -0.002
H -0.088 -0.058 0.016
H 0.005 -0.013 0.017
H 0.008 -0.052 0.016

---

2.
Entry from the OMol25 dataset: a molecular structure, C16H10BrF5GdO at a distorted geometry (the ωB97M-V functional and the def2-TZVPD basis).

Results
Spin multiplicity: 8
LUMO level (spin up / spin down) in eV: 2.63 / 0.01
E_HOMO (spin up / spin down) in eV: -4.3887 / -4.3159
Total charge: -1
Expectation value of S²: 16.03

Geometry (Å):
1 C -1.292 -0.855 -1.818
2 C -1.532 -1.947 -0.929
3 C -2.352 -1.472 0.143
4 H -1.186 -2.973 -1.062
5 C -2.598 -0.076 -0.068
6 C -1.959 0.299 -1.295
7 H -2.036 1.268 -1.783
8 H -0.744 -0.906 -2.753
9 H -2.787 -2.084 0.933
10 H -3.221 0.569 0.552
11 Gd -0.124 -0.363 0.538
12 Br 1.050 -2.530 1.433
13 C 2.365 1.371 0.262
14 C 1.444 2.107 -0.569
15 C 1.179 1.312 -1.753
16 H 1.054 3.093 -0.374
17 C 1.930 0.086 -1.644
18 C 2.675 0.129 -0.406
19 H 3.346 -0.641 -0.043
20 H 2.776 1.709 1.198
21 H 0.558 1.603 -2.579
22 H 1.962 -0.705 -2.370
23 F -2.014 1.635 7.364
24 C -1.570 1.453 6.104
25 C -0.525 2.239 5.603
26 F 0.064 3.150 6.409
27 C -0.082 2.060 4.310
28 F 0.985 2.767 3.843
29 C -0.666 1.086 3.470
30 O -0.237 0.913 2.254
31 C -1.689 0.279 4.021
32 F -2.184 -0.742 3.255
33 C -2.134 0.453 5.299
34 F -3.091 -0.351 5.810

Atomic forces in eV per Å
C -1.037 -0.122 0.543
C -0.787 0.393 -0.471
C -0.502 0.043 -0.627
H -0.052 0.436 0.120
C -0.337 -0.456 -0.904
C -0.328 -0.978 0.239
H 0.255 -0.176 0.276
H 0.022 0.073 0.309
H 0.344 0.254 -0.121
H 0.285 -0.232 -0.158
Gd 2.930 1.583 -1.246
Br 0.266 -0.917 0.517
C -0.735 -0.491 -1.524
C 0.510 -1.840 -0.568
C 1.253 -0.376 1.724
H -0.066 0.022 0.082
C -0.241 1.410 1.252
C -1.147 0.911 -0.282
H -0.135 0.128 -0.042
H -0.019 -0.018 0.126
H -0.181 0.014 -0.129
H 0.000 -0.176 -0.137
F 0.080 -0.027 -0.164
C 0.139 -0.091 -0.351
C -0.302 -0.118 0.546
F -0.275 -0.285 -0.281
C 0.328 -0.166 -0.513
F -0.879 -0.379 0.424
C 0.188 -0.058 -0.248
O -0.362 0.461 1.118
C 0.374 -0.274 -1.006
F 0.266 0.800 0.548
C -0.132 0.318 1.099
F 0.278 0.335 -0.148

---

3.
Entry from the OMol25 dataset: a molecular structure, C16H10BrF5OTi at a distorted geometry (the ωB97M-V functional and the def2-TZVPD basis).

Results
LUMO level in eV: -0.96
E_HOMO in eV: -8.1600

Geometry (Å):
1 C -2.140 -0.520 -1.594
2 C -1.901 -1.049 -0.277
3 C -1.724 0.057 0.608
4 H -1.851 -2.105 -0.003
5 C -1.820 1.247 -0.129
6 C -2.121 0.911 -1.468
7 H -2.362 1.650 -2.235
8 H -2.430 -1.142 -2.445
9 H -1.771 -0.012 1.681
10 H -1.749 2.255 0.297
11 Ti 0.134 -0.427 -1.251
12 Br 0.525 -2.886 -1.000
13 C 1.650 0.641 -2.512
14 C 0.488 1.386 -2.869
15 C -0.440 0.510 -3.496
16 H 0.361 2.464 -2.747
17 C 0.109 -0.791 -3.510
18 C 1.453 -0.711 -2.994
19 H 2.174 -1.484 -3.091
20 H 2.526 1.070 -2.046
21 H -1.333 0.825 -4.040
22 H -0.377 -1.703 -3.888
23 F 1.680 0.176 5.913
24 C 1.432 0.068 4.614
25 C 1.198 1.202 3.837
26 F 1.185 2.409 4.432
27 C 0.917 1.104 2.485
28 F 0.540 2.243 1.839
29 C 0.942 -0.121 1.788
30 O 0.853 -0.137 0.467
31 C 0.922 -1.246 2.651
32 F 0.526 -2.463 2.202
33 C 1.196 -1.156 4.009
34 F 1.209 -2.262 4.771

Atomic forces in eV per Å
C -0.080 0.005 0.598
C -0.393 0.462 0.777
C -1.387 -1.239 -0.761
H -0.303 0.590 -0.106
C -0.134 -0.050 -0.252
C -0.001 -0.304 0.145
H 0.293 -0.425 0.264
H 0.112 0.506 0.314
H 0.738 -0.060 0.121
H 0.055 -0.530 -0.362
Ti -2.974 1.044 2.143
Br 0.048 0.073 -0.386
C -0.055 -0.804 -1.437
C 0.069 -0.510 0.059
C 1.183 -0.044 -0.866
H -0.063 -0.518 0.255
C 0.935 0.270 -0.886
C -0.327 1.513 -0.301
H 0.340 -0.433 0.445
H 0.025 -0.242 -0.016
H 0.086 -0.295 0.759
H 0.413 0.644 0.242
F 0.081 -0.062 0.136
C -0.653 0.354 -0.868
C 0.036 0.174 0.429
F 0.085 -0.338 -0.232
C -0.033 0.444 -0.221
F 0.630 -0.689 0.164
C -0.344 0.213 0.260
O 1.072 -0.093 0.224
C -0.269 -0.519 -0.584
F 0.622 0.703 -0.032
C 0.205 -0.067 0.334
F -0.010 0.227 -0.360

---

4.
Entry from the OMol25 dataset: a molecular structure, C16H10BrF5Sn at a distorted geometry (the ωB97M-V functional and the def2-TZVPD basis).

Results
LUMO level in eV: 5.34
E_HOMO in eV: 1.4063
Total charge: -2

Geometry (Å):
1 C -1.915 -0.314 -0.587
2 C -2.132 -0.946 0.702
3 C -2.460 0.036 1.648
4 H -2.099 -2.020 0.859
5 C -2.461 1.308 0.975
6 C -2.108 1.114 -0.366
7 H -2.058 1.861 -1.163
8 H -2.013 -0.845 -1.542
9 H -2.772 -0.127 2.681
10 H -2.729 2.250 1.453
11 Sn 0.490 -0.345 -1.107
12 Br 0.311 -2.840 -1.652
13 C 1.988 1.030 -2.619
14 C 0.835 1.787 -3.019
15 C -0.128 0.899 -3.583
16 H 0.766 2.875 -3.039
17 C 0.419 -0.425 -3.571
18 C 1.770 -0.340 -3.033
19 H 2.540 -1.098 -3.145
20 H 2.947 1.430 -2.296
21 H -1.066 1.182 -4.059
22 H -0.012 -1.302 -4.040
23 F 1.571 -2.772 1.169
24 C 1.202 -1.619 1.794
25 C 1.026 -0.443 1.071
26 C 0.981 0.718 1.842
27 F 1.027 1.942 1.229
28 C 0.925 0.717 3.242
29 F 0.870 1.886 3.926
30 C 0.970 -0.505 3.926
31 F 0.970 -0.534 5.272
32 C 1.103 -1.684 3.198
33 F 1.242 -2.874 3.834

Atomic forces in eV per Å
C -1.616 0.455 1.549
C -0.301 0.406 -0.917
C -0.162 0.400 -0.544
H 0.055 0.103 0.046
C 0.125 -0.579 0.076
C -0.803 -0.951 -0.174
H 0.117 -0.166 0.412
H 0.184 0.296 0.428
H 0.337 0.005 -0.193
H 0.243 -0.083 -0.147
Sn -1.603 1.473 2.059
Br -0.174 -2.213 0.055
C -0.328 0.025 -2.617
C 0.657 -0.691 -0.494
C 1.410 -0.525 -0.145
H -0.136 -0.329 0.501
C 1.405 1.656 -1.478
C 0.241 1.320 -2.424
H -0.331 0.002 0.472
H -0.332 -0.079 0.202
H 0.094 -0.085 0.435
H 0.008 0.162 0.370
F -0.289 0.201 0.343
C -0.207 0.887 0.828
C 1.443 -0.668 2.884
C -0.214 -0.712 0.103
F -0.145 -0.373 0.343
C 0.086 -0.340 -0.689
F 0.036 -0.211 0.180
C 0.045 0.306 -0.860
F -0.094 0.008 0.187
C 0.297 0.190 -1.076
F -0.046 0.111 0.284